Here is C16H31NP2SeV as an isolated structure from OMol25. Energies are from ωB97M-V/def2-TZVPD.

Output
**2S+1**: 4
**Relative energy (zero: lowest compared OMol25 entry of this formula, charge and spin)**: 0.0 kJ/mol
**HOMO level (alpha / beta)**: -0.2171 / -0.2178 Eh
**<S²>**: 3.7882
**Charge**: 0
**Gap between HOMO and LUMO (alpha / beta)**: 5.6146 / 5.5823 eV

XYZ file:
```
52
Properties=species:S:1:pos:R:3:nbo_charge:R:1
P 0.194 -1.506 -1.698 0.864
P -0.094 1.662 -1.622 0.813
C -0.179 -0.600 -3.314 -0.701
C 0.372 0.832 -3.256 -0.683
H -1.271 -0.598 -3.408 0.224
H 0.244 -1.152 -4.155 0.238
H 1.467 0.837 -3.282 0.225
H -0.008 1.445 -4.072 0.240
C -1.743 2.350 -1.939 -0.940
H -2.005 2.984 -1.089 0.252
H -2.486 1.549 -2.013 0.242
H -1.736 2.942 -2.859 0.233
C 0.993 3.088 -1.519 -0.944
H 0.944 3.672 -2.439 0.233
H 2.016 2.755 -1.334 0.246
H 0.664 3.692 -0.671 0.255
C -0.883 -2.965 -1.800 -0.941
H -0.645 -3.671 -0.999 0.264
H -0.754 -3.450 -2.771 0.231
H -1.924 -2.645 -1.684 0.242
C 1.862 -2.199 -1.996 -0.941
H 2.610 -1.398 -1.961 0.237
H 1.916 -2.716 -2.962 0.232
H 2.080 -2.905 -1.188 0.257
V -0.010 0.043 -0.077 0.970
C 0.580 1.757 -7.263 -0.193
C -0.747 1.800 -7.007 -0.179
C -1.862 0.990 -7.607 -0.434
C -1.474 -0.334 -8.318 -0.445
C -0.768 -1.299 -7.395 -0.192
C 0.548 -1.361 -7.090 -0.180
C 1.685 -0.513 -7.589 -0.434
C 1.322 0.856 -8.222 -0.445
C 0.042 -1.623 1.549 -1.057
H 1.213 2.453 -6.722 0.199
H -1.085 2.552 -6.302 0.196
H -2.439 1.608 -8.317 0.222
H -2.558 0.754 -6.791 0.208
H -2.409 -0.806 -8.638 0.218
H -0.898 -0.118 -9.223 0.210
H -1.421 -2.030 -6.929 0.200
H 0.858 -2.161 -6.426 0.196
H 2.289 -1.082 -8.317 0.222
H 2.348 -0.335 -6.732 0.207
H 2.269 1.349 -8.471 0.218
H 0.783 0.705 -9.162 0.210
H 0.774 -1.465 2.345 0.202
H 0.426 -2.553 1.078 0.130
H -1.086 -1.739 1.928 0.203
Se -0.003 0.022 5.045 -0.210
C -0.016 0.111 3.271 0.133
N 0.001 0.417 2.097 -0.755
```

=====

Here is a 3-piece molecular cluster, C27H39F7O8P overall from OMol25. Energies are from ωB97M-V/def2-TZVPD.

Output
**2S+1**: 1
**HOMO level**: -0.4015 Eh
**Charge**: +1
**Gap between HOMO and LUMO**: 6.7429 eV

XYZ file:
```
82
Properties=species:S:1:pos:R:3:mulliken_charge:R:1
C 4.055 1.471 3.100 -1.081
C 4.781 1.507 1.593 0.187
O 4.116 2.558 0.816 -0.340
P 4.130 2.207 -0.909 0.052
C 6.015 2.005 -1.359 -1.211
C 6.510 0.450 -1.441 1.148
C 7.232 -0.132 -0.086 -1.108
C 7.689 0.393 -2.627 -1.081
C 3.131 0.605 -1.139 -0.633
C 2.762 0.197 -2.679 -0.319
C 3.939 0.471 -3.785 -0.912
O 1.475 0.759 -3.173 -0.245
C 0.488 -0.297 -3.440 -0.533
C -0.360 -0.690 -2.061 0.792
C 0.287 -1.379 -0.722 -0.127
C -0.514 -1.735 0.672 -0.576
C -2.115 -1.380 0.755 -0.203
C -2.826 -0.731 -0.585 -0.233
C -2.001 -0.375 -1.993 -0.775
C 3.522 3.720 -1.890 1.051
F 4.715 4.571 -2.259 -0.295
F 2.870 3.397 -3.203 -0.232
C 2.496 4.727 -1.107 0.304
F 2.409 5.959 -1.983 -0.268
F 3.043 5.262 0.196 -0.242
C 0.953 4.194 -0.967 0.694
F 0.796 2.737 -0.785 -0.186
F 0.246 4.601 -2.238 -0.221
F 0.265 4.922 0.133 -0.222
H 3.498 2.469 3.354 0.286
H 4.843 1.143 3.918 0.326
H 3.231 0.609 3.097 0.259
H 5.921 1.697 1.796 0.168
H 4.673 0.421 1.174 0.047
H 6.111 2.442 -2.466 0.510
H 6.691 2.637 -0.632 0.381
H 5.702 -0.325 -1.778 -0.014
H 8.075 -0.945 -0.316 0.433
H 7.666 0.758 0.565 0.176
H 6.403 -0.735 0.526 0.215
H 8.712 -0.049 -2.198 0.327
H 7.957 1.448 -3.058 0.314
H 7.394 -0.339 -3.513 0.249
H 3.804 -0.284 -0.712 0.597
H 2.191 0.633 -0.402 0.405
H 2.594 -0.985 -2.673 0.524
H 4.669 -0.445 -3.800 0.235
H 3.393 0.511 -4.846 0.383
H 4.504 1.489 -3.680 0.118
H 0.897 -1.230 -4.017 0.307
H -0.327 0.193 -4.161 0.274
H 1.456 -1.614 -0.738 0.201
H 0.112 -2.204 1.573 0.285
H -2.666 -1.610 1.764 0.339
H -3.993 -0.496 -0.512 0.227
H -2.591 0.088 -2.892 0.224
C -5.745 0.300 4.140 -1.478
C -5.545 0.401 2.641 0.782
C -5.988 1.713 2.067 -0.499
O -6.351 1.366 0.742 -0.336
C -6.710 0.047 0.769 0.620
O -7.263 -0.536 -0.147 -0.577
O -6.370 -0.530 1.961 -0.164
H -5.271 1.135 4.665 0.386
H -6.810 0.275 4.397 0.365
H -5.313 -0.634 4.515 0.324
H -4.501 0.184 2.383 -0.054
H -5.185 2.454 2.064 0.337
H -6.864 2.139 2.569 0.307
C -8.737 -4.665 1.403 -1.493
C -7.228 -4.569 1.519 0.591
C -6.567 -5.884 1.801 -0.481
O -5.400 -5.501 2.507 -0.317
C -5.685 -4.309 3.113 0.638
O -4.985 -3.781 3.959 -0.571
O -6.860 -3.789 2.645 -0.317
H -9.035 -5.416 0.666 0.380
H -9.194 -4.910 2.368 0.365
H -9.152 -3.698 1.098 0.349
H -6.809 -4.094 0.624 0.232
H -6.303 -6.418 0.883 0.322
H -7.161 -6.547 2.440 0.308
```

=====

Here is a 2-piece molecular cluster, CH2INO4 overall from OMol25. Energies are from ωB97M-V/def2-TZVPD.

Output
**2S+1**: 3
**Relative energy (zero: lowest compared OMol25 entry of this formula, charge and spin)**: 0.4 kJ/mol
**HOMO level (alpha / beta)**: -0.3752 / -0.3683 Eh
**<S²>**: 2.0246
**Charge**: 0
**Gap between HOMO and LUMO (alpha / beta)**: 10.2146 / 6.2443 eV

XYZ file:
```
9
Properties=species:S:1:pos:R:3:nbo_charge:R:1
C 1.577 -0.421 0.057 -0.201
N -1.982 0.855 -0.015 0.704
O -2.233 1.561 0.899 -0.317
O -2.641 0.409 -0.925 -0.316
O 0.850 0.297 0.816 -0.256
O -0.748 0.407 -0.363 -0.231
I 0.881 -2.489 -0.070 0.172
H 1.723 -0.234 -1.059 0.203
H 2.574 -0.387 0.659 0.241
```

=====

Here is C33H35IrN6OS2 as an isolated structure from OMol25. Energies are from ωB97M-V/def2-TZVPD.

Output
**2S+1**: 2
**HOMO level (alpha / beta)**: -0.1083 / -0.1680 Eh
**<S²>**: 0.7741
**Charge**: -1
**Gap between HOMO and LUMO (alpha / beta)**: 4.7938 / 6.4594 eV

XYZ file:
```
78
Properties=species:S:1:pos:R:3:mulliken_charge:R:1
Ir -0.132 -0.243 0.270 3.375
C 1.485 -2.117 -2.608 -0.972
C 2.192 -0.822 -2.176 -0.592
C 1.491 0.509 -2.480 -1.132
N 0.596 1.068 -1.479 -0.043
C 0.029 2.221 -1.777 1.135
C 0.450 3.013 -2.872 -0.470
C -0.253 3.944 -3.630 -0.948
C -1.609 4.194 -3.650 -0.350
C -2.549 3.754 -2.716 -0.930
C -2.263 3.220 -1.467 -0.279
C -1.080 2.744 -0.930 -0.642
N -1.012 2.857 0.483 0.248
C 0.139 3.588 0.991 -0.993
C 1.175 2.857 1.853 -0.779
C 2.197 1.981 1.122 -0.652
N 1.876 0.577 1.209 -0.447
C 2.807 -0.316 1.405 0.729
C 4.201 -0.031 1.503 -0.982
C 5.208 -0.746 2.109 -0.460
C 5.154 -1.979 2.755 -0.511
C 4.124 -2.902 2.676 -0.411
C 2.960 -2.821 1.939 -0.411
C 2.367 -1.723 1.285 0.266
N 1.361 -1.870 0.448 -0.009
C 1.107 -3.099 -0.248 -1.114
C 0.505 -2.748 -1.615 -0.176
H 2.262 -2.854 -2.837 0.416
H 0.936 -1.925 -3.536 0.392
H 3.140 -0.788 -2.723 0.473
H 2.435 -0.864 -1.120 -0.147
H 0.937 0.421 -3.426 0.351
H 2.310 1.225 -2.647 0.457
H 1.465 2.843 -3.216 0.234
H 0.334 4.436 -4.399 0.327
H -1.978 4.822 -4.453 0.329
H -3.585 3.996 -2.916 0.384
H -3.089 3.254 -0.762 0.102
H -0.273 4.403 1.611 0.540
H 0.634 4.047 0.129 0.437
H 0.673 2.229 2.584 -0.007
H 1.719 3.637 2.393 0.393
H 3.178 2.191 1.565 0.515
H 2.236 2.256 0.060 0.380
H 4.516 0.911 1.071 0.423
H 6.182 -0.262 2.121 0.327
H 6.038 -2.270 3.311 0.298
H 4.294 -3.841 3.191 0.322
H 2.358 -3.722 1.907 0.367
H 0.393 -3.727 0.304 0.401
H 2.041 -3.666 -0.373 0.577
H -0.309 -2.043 -1.435 -0.270
H 0.086 -3.651 -2.067 0.433
S -1.949 -1.670 1.417 -0.438
C -3.415 -0.953 0.835 -0.167
C -4.566 -1.016 1.615 -0.454
C -5.746 -0.387 1.228 0.478
C -6.882 -0.472 2.043 -0.096
N -7.804 -0.564 2.727 -0.605
C -5.783 0.335 0.003 0.397
C -4.647 0.368 -0.794 -1.065
C -3.469 -0.266 -0.411 1.007
S -2.125 -0.209 -1.480 -0.373
C -6.945 1.013 -0.393 -0.175
N -7.887 1.585 -0.729 -0.603
H -4.541 -1.552 2.553 0.538
H -4.663 0.905 -1.731 0.493
C -3.371 2.782 1.993 -1.293
C -2.261 1.784 2.288 1.392
C -1.591 2.065 3.634 -1.977
O -1.312 1.652 1.222 -0.746
H -4.106 2.757 2.795 0.468
H -3.870 2.518 1.065 0.108
H -2.967 3.789 1.913 0.307
H -2.696 0.782 2.353 -0.349
H -1.159 3.062 3.669 0.371
H -0.815 1.323 3.813 0.355
H -2.332 1.977 4.424 0.526
```

=====

Q: Number 4 is which compound?
A: C33H35IrN6OS2

=====

Q: What is the charge in the fourth record?
A: -1

=====

Q: What is the charge in the third record?
A: 0

=====

Q: The lowest 2S+1 belongs to which entry?
A: C27H39F7O8P